--- 1 ---
Formula: C8H15N3O
Source: OMol25
Level of theory: ωB97M-V/def2-TZVPD

The geometry in ORCA input format:
```
! wB97M-V def2-TZVPD RIJCOSX def2/J DEFGRID3
* xyz 0 1
C -2.58104 0.08769 0.93559
C -4.00716 -0.19968 1.03530
C 2.65232 0.48862 0.68987
C 1.79164 1.80099 0.28058
C 2.31104 -0.67893 -0.25432
C 0.27500 1.41214 0.22908
C 0.74522 -0.89837 -0.23345
C 0.43823 -2.06877 -1.24096
N -2.91742 0.43554 -1.32183
N -2.28783 0.29651 -0.26766
N 0.06465 0.28539 -0.60453
O -4.82053 -0.12390 0.14814
H -1.92752 0.13743 1.83788
H -4.15881 -0.63297 2.08169
H 3.64485 0.79793 0.67126
H 2.35780 0.30343 1.73195
H 2.08321 2.75104 0.92976
H 2.17360 2.12766 -0.79037
H 2.60068 -0.30509 -1.23513
H 2.86134 -1.61897 0.03596
H -0.02190 1.23918 1.23382
H -0.25474 2.31993 -0.24456
H 0.38076 -1.25240 0.84026
H -0.70918 -2.23416 -1.31006
H 1.04050 -2.88947 -0.85481
H 0.73525 -1.70970 -2.19129
H -2.46998 0.12894 -2.13213
*
```


--- 2 ---
Formula: C8H15N3O
Source: OMol25
Level of theory: ωB97M-V/def2-TZVPD

The geometry in ORCA input format:
```
! wB97M-V def2-TZVPD RIJCOSX def2/J DEFGRID3
* xyz 0 1
C 1.98796 -0.00542 -2.66214
C 1.02722 -1.10942 -2.29866
C 0.98245 -2.28104 -2.92509
C 0.27736 -0.92460 -1.00793
C 1.25094 -1.11560 0.18206
C -1.88368 1.55460 1.88909
C -1.85359 0.20279 1.80814
C -1.62465 -0.58651 2.96795
H 1.44315 0.91632 -2.89037
H 2.62877 -0.29718 -3.49819
H 2.65243 0.22604 -1.80990
H 1.59535 -2.48160 -3.80231
H 0.30928 -3.06439 -2.57814
H -0.17915 0.08206 -0.96877
H -0.53213 -1.65744 -0.91844
H 1.96201 -1.92505 -0.02531
H 0.68572 -1.40519 1.09029
H 1.49227 0.78992 0.52514
H -1.97124 1.95055 -0.08966
H -1.66264 3.28867 0.87498
H -1.45051 1.64998 3.85269
H -2.31005 2.98845 3.25082
H -1.72743 -0.29527 0.84149
N -2.10113 2.38403 0.81246
N -1.64186 2.25245 3.05273
N -1.43346 -1.17513 3.94736
O 2.07659 0.03797 0.37970
*
```

The SMILES is N#CC=C(N)N.C=C(C)CCO.


Most stable structure: 2


--- 1 ---
Formula: C8H18O2
Source: OMol25
Level of theory: ωB97M-V/def2-TZVPD

The geometry in ORCA input format:
```
! wB97M-V def2-TZVPD RIJCOSX def2/J DEFGRID3
* xyz 0 1
C -1.60186 -0.12362 0.40653
C -2.49233 -1.25064 0.08779
C -3.87490 -1.08460 -0.48050
O -2.27502 -0.80156 1.43487
O -1.95396 1.19766 0.19591
H -2.83110 1.35705 0.56550
H -0.39012 -0.25672 0.63059
H -2.02388 -2.21002 -0.12284
H -4.29283 -0.10677 -0.24267
H -4.54778 -1.84112 -0.07457
H -3.84091 -1.19675 -1.56511
C 1.76913 0.44270 -0.19030
C 3.22744 0.05683 -0.29926
C 1.57933 1.89934 0.18295
C 1.17126 -0.52442 1.27789
C 0.98282 0.05583 -1.40550
H 1.21557 0.70055 -2.25166
H 3.33746 -0.99358 -0.56636
H 3.74858 0.22168 0.64390
H 3.72516 0.65709 -1.06487
H 1.97317 2.54122 -0.60955
H 2.11689 2.14430 1.09830
H 0.52507 2.13907 0.30688
H 1.24186 -1.55609 0.94101
H 2.03625 -0.35258 1.91153
H 0.45495 -0.30424 2.07010
H 1.11727 -0.98477 -1.69189
H -0.09750 0.17414 -1.18868
*
```

The SMILES is C[C@@H]1O[C@@H]1O.CC(C)(C)C.


--- 2 ---
Formula: C8H18O2
Source: OMol25
Level of theory: ωB97M-V/def2-TZVPD

The geometry in ORCA input format:
```
! wB97M-V def2-TZVPD RIJCOSX def2/J DEFGRID3
* xyz 0 1
C -1.09752 -1.45135 2.74583
C -0.46641 -0.85344 1.50716
C -1.13485 -1.10623 0.13643
C -0.76505 -0.05331 -0.88218
C 0.01725 -0.12620 -1.96239
C 0.81222 -1.36278 -2.27526
C -1.07995 2.44366 -0.76319
C -1.53400 1.20292 -0.57607
H -0.78324 -2.47958 2.89143
H -0.80216 -0.86718 3.61343
H -2.19730 -1.55094 2.71616
H 0.53760 -1.27160 1.40596
H -0.38109 0.23874 1.63742
H -2.20644 -1.16787 0.30322
H -0.82609 -2.08650 -0.24085
H 0.05194 0.65333 -2.71125
H 0.67312 -1.69815 -3.31313
H 0.59853 -2.16551 -1.59424
H 1.88466 -1.19922 -2.27506
H -0.17917 2.67825 -1.32491
H -1.58540 3.35716 -0.47647
H -2.34356 1.15085 0.14778
H 2.59271 0.56537 -0.79324
H 3.26942 -0.62435 -0.04548
O 3.19347 -0.18340 -0.90576
H 0.72467 2.95288 1.45447
H 1.45384 2.09929 0.54431
O 1.57280 2.90518 1.03594
*
```

The SMILES is C=C/C(=C/C)CCC.O.O.


Most stable structure: 2


--- 1 ---
Formula: C2H8O4
Source: OMol25
Level of theory: ωB97M-V/def2-TZVPD

The geometry in ORCA input format:
```
! wB97M-V def2-TZVPD RIJCOSX def2/J DEFGRID3
* xyz 0 1
O -0.13483 -0.75096 -0.45044
C 0.30301 0.28197 -0.90585
O 1.45002 0.81988 -0.43022
C -0.19030 1.13647 -2.00658
H 1.61173 0.64723 0.51512
H -0.38596 2.12736 -1.57468
H -1.18541 0.94211 -2.40888
H 0.51096 1.35485 -2.79925
H 0.58580 -0.53440 1.96995
H 1.90542 -1.34055 2.10310
O 1.53663 -0.45488 2.13997
H -2.71662 -1.62373 1.61582
H -1.46093 -1.34683 0.67799
O -1.82952 -1.25854 1.55397
*
```

The SMILES is CC(=O)O.O.O.


--- 2 ---
Formula: C2H8O4
Source: OMol25
Level of theory: ωB97M-V/def2-TZVPD

The geometry in ORCA input format:
```
! wB97M-V def2-TZVPD RIJCOSX def2/J DEFGRID3
* xyz 0 1
O 0.10943 0.50411 -0.79531
C -0.81839 -0.04051 -0.25953
O -1.06125 -1.37526 -0.44222
C -1.46036 0.48613 1.04116
H -0.36487 -1.66467 -1.05490
H -2.37872 0.96206 0.68500
H -1.62318 -0.47042 1.53951
H -0.86387 1.25449 1.50439
H 1.88912 -3.54927 -0.16282
H 0.37245 -3.65604 -0.08992
O 1.09110 -3.21500 -0.58625
H 1.86625 2.87791 -0.69060
H 1.66005 4.33158 -0.62814
O 1.58225 3.55488 -0.06037
*
```

The SMILES is CC(=O)O.O.O.


--- 3 ---
Formula: C2H8O4
Source: OMol25
Level of theory: ωB97M-V/def2-TZVPD

The geometry in ORCA input format:
```
! wB97M-V def2-TZVPD RIJCOSX def2/J DEFGRID3
* xyz 0 1
H 0.35131 -1.12220 0.05790
O 1.27219 -1.85779 -0.42402
O -0.52760 -0.60975 0.66299
H 1.99221 -1.09174 -0.62388
H 1.37683 -2.63635 0.11887
C -1.02943 0.46486 0.09325
O -0.65849 0.97734 -0.95013
C -2.26217 0.97267 0.87735
H -2.34974 0.42571 1.80381
H -1.96527 2.01617 1.00207
H -3.14139 0.95897 0.23872
O 2.40098 0.14774 -1.10641
H 1.62483 0.74097 -1.28693
H 2.91573 0.61339 -0.46359
*
```


--- 4 ---
Formula: C2H8O4
Source: OMol25
Level of theory: ωB97M-V/def2-TZVPD

The geometry in ORCA input format:
```
! wB97M-V def2-TZVPD RIJCOSX def2/J DEFGRID3
* xyz 0 1
C -0.15341 1.26077 0.01191
C -1.04584 -0.24203 -0.53448
O 0.62277 1.69566 -1.08544
O -1.49783 -1.01014 0.46333
H 0.05210 1.82265 -1.84703
H -0.62731 -1.27363 0.99759
H -1.02087 1.91985 0.15110
H 0.38555 1.53764 0.92611
H -1.85961 0.17731 -1.12744
H -0.25502 -0.69068 -1.14435
O 0.89220 -1.03863 1.30895
O 1.59046 -1.79337 0.29306
H 2.19890 -2.32276 0.83610
H 0.71791 -0.04265 0.75060
*
```

The SMILES is OCCO.OO.


Most stable structure: 1


--- 1 ---
Formula: C3H3Cl2NO
Source: OMol25
Level of theory: ωB97M-V/def2-TZVPD

The geometry in ORCA input format:
```
! wB97M-V def2-TZVPD RIJCOSX def2/J DEFGRID3
* xyz 0 1
C -0.79975 -0.18292 1.98368
C 2.04512 -1.35632 0.63908
C 2.69830 -0.33477 0.17782
N -0.46710 -0.58656 0.78183
O -1.00528 -0.54602 -0.32560
Cl 4.45485 -0.56777 -0.13768
Cl 2.14411 1.29612 -0.07133
H -1.88108 0.20150 2.09653
H -0.06260 -0.35232 2.75205
H 2.45482 -2.36408 0.68980
*
```


--- 2 ---
Formula: C3H3Cl2NO
Source: OMol25
Level of theory: ωB97M-V/def2-TZVPD

The geometry in ORCA input format:
```
! wB97M-V def2-TZVPD RIJCOSX def2/J DEFGRID3
* xyz 0 1
C -2.72069 -0.63657 -0.46738
C 0.98200 0.86703 -0.03292
C 1.15861 -0.54650 0.51413
N -2.73820 0.52760 -0.37525
O 0.17584 -1.24958 0.66837
Cl 2.77731 -1.08992 0.67164
Cl 2.32431 1.93764 0.02864
H -2.61999 -1.70786 -0.63505
H 0.42645 0.50526 -0.91562
H 0.23438 1.39289 0.54344
*
```

The SMILES is O=C(Cl)CCl.C#N.


Most stable structure: 2